# 1
Entry from OMol25: C5H12O2 as an isolated structure in a non-equilibrium geometry (the ωB97M-V functional and the def2-TZVPD basis).

Atoms and positions in Å:
C: 2.32 -0.63 0.66
C: 1.65 0.04 -0.53
C: 0.26 -0.35 -0.74
O: -0.22 0.29 2.12
C: -0.78 0.41 -1.31
C: -2.29 -0.09 -0.13
O: -2.71 0.79 0.79
H: 3.39 -0.44 0.62
H: 1.87 -0.19 1.55
H: 2.14 -1.71 0.64
H: 2.12 -0.35 -1.46
H: 1.75 1.13 -0.56
H: 0.12 -1.44 -0.72
H: -0.69 1.65 1.76
H: -1.09 -0.03 -2.28
H: -0.59 1.49 -1.38
H: -1.96 -1.06 0.26
H: -2.99 -0.16 -0.96
H: -2.30 0.65 1.67

For the HOMO-LUMO gap (spin up / spin down), the calculation gives 6.63 / 6.63 eV. For the HOMO energy (spin up / spin down), the calculation gives -0.28766 / -0.28784 Eh. As for the total charge: 0. The value obtained for the total energy is -9467.0081 eV. Its LUMO energy (spin up / spin down) is -0.0442 / -0.0441 Eh. As for the multiplicity: 1. The calculation puts the energy above the lowest of the compared OMol25 structures with the same formula, charge and spin at 187.4 kcal/mol.

# 2
Entry from OMol25: C5H12O2 as an isolated structure (the ωB97M-V functional and the def2-TZVPD basis).

Atoms and positions in Å:
C: 0.84 1.67 -1.08
O: 0.73 0.81 -0.08
C: -0.12 -0.35 -0.35
C: 0.71 -1.40 -1.06
C: -0.66 -0.82 1.00
C: -1.63 0.16 1.65
O: -1.01 1.34 2.13
H: 1.47 1.15 -2.19
H: 2.28 0.99 -1.99
H: 1.58 2.43 -0.74
H: -0.93 0.00 -1.00
H: 1.63 -1.61 -0.49
H: 1.00 -1.09 -2.06
H: 0.14 -2.33 -1.15
H: 0.18 -1.00 1.67
H: -1.17 -1.77 0.83
H: -2.44 0.40 0.92
H: -2.11 -0.31 2.51
H: -0.40 1.64 1.45

For the HOMO-LUMO gap, the calculation gives 9.21 eV. For the HOMO energy, the calculation gives -0.31997 Eh. As for the total charge: 0. The value obtained for the total energy is -9470.1207 eV. Its LUMO energy is 0.0186 Eh. As for the multiplicity: 1. The calculation puts the energy above the lowest of the compared OMol25 structures with the same formula, charge and spin at 115.6 kcal/mol.

# 3
Entry from OMol25: a 2-piece molecular cluster, C5H12O2 overall in a non-equilibrium geometry (the ωB97M-V functional and the def2-TZVPD basis).

Atoms and positions in Å:
C: 0.32 0.41 -1.24
C: 0.37 1.33 0.18
C: 1.81 1.85 0.50
C: -0.03 0.49 1.36
C: -0.86 -0.76 1.08
O: -2.13 -0.67 1.03
H: -0.79 0.46 -1.59
H: 1.10 0.95 -1.89
H: 0.61 -0.51 -0.95
H: -0.44 2.01 -0.21
H: 2.07 2.22 1.49
H: 1.99 2.71 -0.23
H: 2.58 1.11 0.19
H: 0.84 0.23 2.04
H: -0.56 1.05 2.08
H: -0.37 -1.69 0.81
O: -2.14 -3.29 -1.65
H: -1.46 -4.05 -1.49
H: -2.91 -3.85 -1.49

For the HOMO-LUMO gap, the calculation gives 10.33 eV. For the HOMO energy, the calculation gives -0.35173 Eh. As for the total charge: 0. The value obtained for the total energy is -9472.3397 eV. Its LUMO energy is 0.0280 Eh. As for the multiplicity: 1. The SMILES is CC(C)CC=O.O. The calculation puts the energy above the lowest of the compared OMol25 structures with the same formula, charge and spin at 64.5 kcal/mol.

# 4
Entry from OMol25: a 2-piece molecular cluster, C5H12O2 overall in a non-equilibrium geometry (the ωB97M-V functional and the def2-TZVPD basis).

Atoms and positions in Å:
C: 0.50 1.38 1.95
C: -0.31 0.32 1.26
C: 0.46 0.22 -0.08
C: 1.42 -0.92 -0.57
C: 0.92 -1.36 -1.97
O: -0.23 -1.30 -2.45
H: 0.21 2.39 1.41
H: 1.47 1.25 2.28
H: 0.34 1.87 2.97
H: -0.26 -0.64 1.78
H: -1.43 0.52 1.06
H: -0.38 0.32 -0.84
H: 1.04 1.11 -0.29
H: 2.42 -0.60 -0.81
H: 1.40 -1.85 0.09
H: 1.58 -2.12 -2.34
O: -3.15 0.20 -1.16
H: -3.31 -0.40 -1.80
H: -2.69 -0.39 -0.50

For the HOMO-LUMO gap, the calculation gives 10.59 eV. For the HOMO energy, the calculation gives -0.36580 Eh. As for the total charge: 0. The value obtained for the total energy is -9471.7682 eV. Its LUMO energy is 0.0234 Eh. As for the multiplicity: 1. The SMILES is CCCCC=O.O. The calculation puts the energy above the lowest of the compared OMol25 structures with the same formula, charge and spin at 77.7 kcal/mol.

# 5
Entry from OMol25: a 2-piece molecular cluster, C5H12O2 overall (the ωB97M-V functional and the def2-TZVPD basis).

Atoms and positions in Å:
C: 0.85 -1.16 0.74
C: -0.57 -1.09 0.23
C: -1.69 -0.80 1.25
C: -2.06 0.36 0.31
O: -0.87 0.14 -0.48
H: 1.08 -0.30 1.38
H: 1.56 -1.18 -0.08
H: 0.97 -2.08 1.33
H: -0.80 -1.94 -0.42
H: -1.30 -0.47 2.22
H: -2.44 -1.57 1.39
H: -2.96 0.19 -0.29
H: -2.08 1.36 0.74
C: 1.97 1.42 -1.63
O: 1.37 1.79 -0.41
H: 2.36 0.39 -1.62
H: 2.81 2.10 -1.81
H: 1.27 1.50 -2.48
H: 0.52 1.32 -0.37

For the HOMO-LUMO gap, the calculation gives 10.68 eV. For the HOMO energy, the calculation gives -0.35591 Eh. As for the total charge: 0. The value obtained for the total energy is -9473.2212 eV. Its LUMO energy is 0.0367 Eh. As for the multiplicity: 1. The SMILES is C[C@H]1CCO1.CO. The calculation puts the energy above the lowest of the compared OMol25 structures with the same formula, charge and spin at 44.2 kcal/mol.

# 6
Entry from OMol25: a single C5H12O2 molecule (the ωB97M-V functional and the def2-TZVPD basis).

Atoms and positions in Å:
C: 2.62 -0.82 0.33
C: 1.63 0.19 -0.25
C: 0.20 0.02 0.27
O: 0.02 0.91 1.35
C: -0.83 0.23 -0.84
C: -2.26 -0.04 -0.40
O: -2.63 0.94 0.56
H: 3.63 -0.66 -0.07
H: 2.66 -0.75 1.42
H: 2.32 -1.84 0.07
H: 1.64 0.12 -1.35
H: 1.94 1.21 0.01
H: 0.08 -1.03 0.63
H: -0.94 1.05 1.44
H: -0.60 -0.45 -1.67
H: -0.74 1.26 -1.22
H: -2.33 -1.05 0.03
H: -2.94 0.00 -1.27
H: -3.47 0.69 0.96

For the HOMO-LUMO gap, the calculation gives 10.55 eV. For the HOMO energy, the calculation gives -0.36004 Eh. As for the total charge: 0. The value obtained for the total energy is -9474.3934 eV. Its LUMO energy is 0.0275 Eh. As for the multiplicity: 1. The SMILES is CC[C@@H](O)CCO. The calculation puts the energy above the lowest of the compared OMol25 structures with the same formula, charge and spin at 17.1 kcal/mol.

# 7
Entry from OMol25: a 3-piece molecular cluster, C5H12O2 overall in a non-equilibrium geometry (the ωB97M-V functional and the def2-TZVPD basis).

Atoms and positions in Å:
C: -2.74 0.04 -0.84
C: -1.80 0.20 0.11
C: -0.62 -0.68 0.24
C: 0.07 -1.07 -0.84
C: 0.04 -0.77 1.59
H: -2.70 -0.83 -1.49
H: -3.60 0.69 -0.95
H: -2.15 0.45 1.12
H: 1.08 -1.45 -0.85
H: -0.17 -0.70 -1.84
H: 1.04 -0.31 1.57
H: 0.13 -1.82 1.91
H: -0.50 -0.22 2.37
O: 1.18 1.98 0.19
H: 0.60 1.41 -0.35
H: 0.94 2.88 -0.03
O: 3.17 0.11 -0.99
H: 3.47 -0.58 -0.40
H: 2.55 0.67 -0.51

For the HOMO-LUMO gap, the calculation gives 9.24 eV. For the HOMO energy, the calculation gives -0.32551 Eh. As for the total charge: 0. The value obtained for the total energy is -9472.6043 eV. Its LUMO energy is 0.0140 Eh. As for the multiplicity: 1. The SMILES is C=CC(=C)C.O.O. The calculation puts the energy above the lowest of the compared OMol25 structures with the same formula, charge and spin at 58.4 kcal/mol.

# 8
Entry from OMol25: a 2-piece molecular cluster, C5H12O2 overall (the ωB97M-V functional and the def2-TZVPD basis).

Atoms and positions in Å:
C: 0.54 2.33 0.24
O: -0.25 1.29 0.26
C: -0.10 0.16 -0.35
C: 2.22 -0.22 1.51
C: -1.02 -0.96 -0.05
C: -1.87 -1.33 -1.27
O: -2.69 -0.26 -1.67
H: 1.37 2.35 -0.47
H: 1.76 0.76 1.33
H: 0.18 3.19 0.79
H: 0.77 0.06 -1.00
H: 2.85 -0.13 2.39
H: 2.82 -0.52 0.65
H: 1.45 -0.98 1.69
H: -1.68 -0.66 0.78
H: -0.46 -1.84 0.29
H: -1.20 -1.65 -2.09
H: -2.54 -2.17 -1.04
H: -2.12 0.52 -1.71

For the HOMO-LUMO gap (spin up / spin down), the calculation gives 7.94 / 8.16 eV. For the HOMO energy (spin up / spin down), the calculation gives -0.27005 / -0.27817 Eh. As for the total charge: 0. The value obtained for the total energy is -9470.7344 eV. Its LUMO energy (spin up / spin down) is 0.0218 / 0.0219 Eh. As for the multiplicity: 1. The calculation puts the energy above the lowest of the compared OMol25 structures with the same formula, charge and spin at 101.5 kcal/mol.